Entry 1:
{"formula": "C28H28N6O4S", "method": "ωB97M-V/def2-TZVPD", "elements": ["C", "O", "C", "C", "C", "C", "C", "C", "N", "C", "O", "C", "S", "N", "C", "C", "N", "O", "C", "N", "C", "C", "O", "N", "C", "C", "C", "C", "C", "C", "C", "C", "C", "N", "C", "C", "C", "C", "C", "H", "H", "H", "H", "H", "H", "H", "H", "H", "H", "H", "H", "H", "H", "H", "H", "H", "H", "H", "H", "H", "H", "H", "H", "H", "H", "H", "H"], "coordinates": [[-2.645093, -2.284250, -2.514816], [-2.232907, -1.322207, -1.575102], [-1.740510, -0.145278, -2.028602], [-1.766574, 0.285022, -3.347590], [-1.274191, 1.535924, -3.683907], [-0.762627, 2.378339, -2.716738], [-0.721171, 1.959570, -1.396701], [-1.191585, 0.705696, -1.048956], [-1.079074, 0.227749, 0.278346], [-2.151556, -0.117735, 1.044619], [-2.007462, -0.734723, 2.101710], [-3.469535, 0.329909, 0.639481], [-3.890734, 1.416298, -0.645961], [-5.471717, 1.415148, -0.301569], [-5.759273, 0.641821, 0.725403], [-7.141457, 0.501049, 1.219922], [-8.049308, 1.200936, 0.510870], [-7.429511, -0.187792, 2.186533], [-4.638791, -0.014263, 1.327219], [-4.728026, -0.839970, 2.373144], [0.237313, -0.179541, 0.751382], [0.924869, -1.207319, -0.157593], [0.692353, -1.364950, -1.336106], [1.870455, -1.901103, 0.508942], [2.765612, -2.840750, -0.131165], [2.838555, -4.157538, 0.657815], [4.096813, -4.024091, 1.511297], [5.072937, -3.332500, 0.563701], [4.212295, -2.296040, -0.164998], [1.136522, 1.020402, 0.945134], [0.952273, 1.820277, 2.092438], [1.716127, 2.931635, 2.305449], [2.712278, 3.299519, 1.375918], [3.453583, 4.399077, 1.616456], [4.366712, 4.736261, 0.751010], [4.633489, 4.021364, -0.431920], [3.896824, 2.900149, -0.698708], [2.899186, 2.499895, 0.214811], [2.092109, 1.362319, 0.022606], [-1.828876, -2.544596, -3.194352], [-2.926604, -3.160380, -1.932740], [-3.511066, -1.938481, -3.089348], [-2.158879, -0.353065, -4.123055], [-1.297820, 1.849547, -4.716827], [-0.390324, 3.355583, -2.982004], [-0.322927, 2.606763, -0.630635], [-7.738773, 1.761449, -0.263813], [-9.017876, 1.182247, 0.779824], [-3.866229, -1.177985, 2.774958], [-5.635600, -0.953832, 2.800694], [0.039821, -0.650261, 1.724882], [2.041119, -1.702635, 1.482303], [2.361094, -2.988340, -1.134889], [1.936629, -4.318729, 1.246147], [2.950489, -4.992557, -0.033800], [4.465784, -4.985395, 1.864415], [3.903093, -3.391160, 2.379153], [5.913166, -2.876398, 1.084690], [5.465923, -4.059489, -0.148120], [4.554323, -2.129279, -1.184539], [4.245335, -1.338040, 0.357532], [0.185885, 1.538172, 2.799999], [1.583107, 3.551976, 3.177629], [4.935416, 5.626584, 0.988967], [5.405517, 4.361963, -1.104602], [4.059699, 2.314396, -1.593029], [2.229391, 0.773620, -0.873182]], "forces_ev_per_angstrom": [[-0.1, -0.2, -0.2], [0.3, 0.4, 0.1], [0.1, 0.1, 0.1], [-0.1, -0.3, 0.1], [0.0, 0.1, 0.1], [0.1, 0.1, -0.1], [-0.1, -0.1, 0.0], [-0.2, -0.1, -0.4], [0.4, -0.1, 0.0], [0.0, 0.0, 0.4], [0.0, -0.1, 0.0], [-0.7, 0.3, -0.2], [-0.2, -0.2, 0.4], [-0.4, 0.0, 0.1], [0.7, 0.1, -0.2], [-0.5, 0.2, -0.2], [-0.2, 0.1, -0.1], [0.1, -0.1, 0.2], [0.5, 0.2, -0.5], [0.0, -0.3, 0.5], [0.0, -0.1, 0.1], [0.0, -0.1, 0.6], [-0.1, 0.0, -0.4], [0.1, -0.2, 0.2], [-0.1, 0.0, -0.2], [0.0, 0.0, 0.1], [0.1, -0.1, -0.2], [0.0, 0.1, 0.1], [0.1, -0.1, -0.1], [0.3, -0.1, -0.2], [0.1, 0.2, 0.1], [-0.2, -0.2, 0.0], [-0.1, -0.5, -0.5], [0.1, 0.4, 0.4], [0.1, 0.1, 0.0], [-0.1, -0.3, -0.2], [0.1, 0.2, 0.1], [0.0, 0.3, 0.3], [-0.2, -0.1, 0.3], [0.0, 0.0, 0.0], [0.0, 0.0, -0.1], [0.1, 0.0, 0.0], [-0.1, -0.1, 0.0], [0.0, 0.0, -0.1], [0.0, 0.1, 0.0], [0.0, 0.0, 0.1], [0.0, 0.0, 0.0], [0.1, 0.0, 0.0], [-0.1, 0.0, 0.0], [0.1, 0.0, 0.0], [0.1, 0.1, -0.3], [-0.1, 0.1, 0.0], [0.1, 0.0, 0.2], [-0.1, -0.1, -0.1], [0.0, -0.1, 0.0], [0.0, 0.0, 0.1], [0.0, 0.0, 0.1], [0.1, 0.0, 0.0], [0.1, -0.1, 0.0], [0.0, 0.1, 0.0], [0.0, 0.0, 0.0], [-0.1, 0.0, 0.1], [0.0, 0.1, 0.1], [0.1, 0.1, 0.0], [0.1, 0.0, -0.1], [0.0, 0.0, -0.1], [0.0, -0.1, -0.1]], "charge": 0, "homo_ev": -7.897, "total_energy_ev": -57458.6448, "fmax_ev_per_a": 0.8, "relative_energy_kcal_mol": 8.9, "orbital_gap_ev": 8.0, "smiles": "COc1ccccc1N(C(=O)c1snc(C(N)=O)c1N)[C@@H](C(=O)NC1CCCC1)c1ccc2ncccc2c1"}

---

Entry 2:
{"formula": "C28H29AsClIrO5Si", "method": "ωB97M-V/def2-TZVPD", "elements": ["Ir", "O", "Cl", "O", "O", "O", "C", "C", "C", "C", "C", "C", "As", "C", "C", "C", "C", "C", "C", "C", "C", "C", "C", "C", "C", "H", "H", "H", "H", "H", "H", "H", "H", "H", "H", "H", "H", "H", "C", "Si", "C", "C", "O", "H", "H", "H", "H", "H", "H", "H", "H", "H", "C", "C", "C", "C", "C", "C", "C", "H", "H", "H", "H", "H", "H", "H"], "coordinates": [[-0.419268, 0.079339, 1.210398], [1.278707, -2.116532, 3.931386], [1.074699, -0.716372, 3.794279], [1.144651, -0.039657, 5.043537], [-0.343925, -0.517941, 3.272555], [1.960060, -0.148104, 2.809454], [2.129832, -4.252147, -2.326017], [1.228690, -4.202655, -1.273550], [0.711936, -2.986080, -0.848377], [1.106110, -1.816133, -1.487954], [2.013639, -1.861975, -2.543285], [2.521528, -3.081644, -2.961519], [0.413238, -0.095781, -0.950515], [1.813404, 1.118194, -1.447148], [3.037199, 1.279398, -0.818625], [3.918855, 2.232589, -1.308943], [3.562166, 3.006764, -2.408825], [2.334393, 2.839923, -3.033131], [1.443950, 1.884668, -2.554368], [0.097660, 1.585683, -3.105533], [-0.500004, 2.220333, -4.187450], [-1.775315, 1.843468, -4.585230], [-2.465370, 0.842241, -3.911875], [-1.879886, 0.204166, -2.825858], [-0.604676, 0.576618, -2.440423], [2.532452, -5.203249, -2.649835], [0.926196, -5.113522, -0.773346], [0.010289, -2.929607, -0.028187], [2.328656, -0.952832, -3.040616], [3.227485, -3.115996, -3.781096], [3.287322, 0.683822, 0.052272], [4.880686, 2.377731, -0.835147], [4.251851, 3.751711, -2.784222], [2.079072, 3.453369, -3.887823], [0.017940, 3.007604, -4.720541], [-2.238466, 2.338773, -5.428628], [-3.460150, 0.562143, -4.232171], [-2.408730, -0.570086, -2.282717], [-3.846455, -2.985448, 0.565959], [-2.622551, -2.174820, 1.728608], [-3.501344, -0.846853, 2.718998], [-1.903418, -3.478029, 2.848760], [-1.492234, -1.501506, 0.722695], [-4.685473, -3.425396, 1.111012], [-3.365797, -3.782535, -0.006121], [-4.247084, -2.254875, -0.140175], [-4.247981, -1.290623, 3.382785], [-4.015812, -0.144678, 2.058145], [-2.799631, -0.294580, 3.347306], [-2.678678, -3.959395, 3.450051], [-1.160428, -3.052922, 3.524641], [-1.413175, -4.256049, 2.257462], [-1.292447, 1.817132, 0.630731], [-0.388149, 2.409976, 1.638308], [0.925099, 2.759963, 1.296117], [1.836108, 3.145798, 2.271251], [1.449924, 3.186430, 3.597183], [0.146284, 2.845345, 3.961214], [-0.756727, 2.453829, 3.000438], [-1.141109, 2.170019, -0.388461], [-2.351553, 1.830884, 0.887374], [1.210752, 2.772262, 0.253014], [2.847624, 3.404986, 1.987290], [2.162307, 3.466895, 4.361504], [-0.142197, 2.853185, 5.003074], [-1.762723, 2.162796, 3.279906]], "forces_ev_per_angstrom": [[0.2, 0.2, -0.7], [0.0, 0.0, 0.0], [0.0, 0.1, 0.0], [0.1, 0.0, -0.1], [-0.1, -0.3, 0.2], [-0.1, -0.1, 0.3], [0.0, 0.0, 0.0], [0.0, 0.0, 0.0], [0.1, 0.1, 0.0], [0.0, -0.1, 0.0], [0.0, 0.0, 0.0], [0.0, 0.0, 0.0], [-0.2, 0.0, -0.1], [0.0, 0.0, 0.0], [0.0, 0.0, 0.0], [0.0, 0.0, 0.0], [0.0, 0.0, 0.0], [0.0, 0.0, 0.0], [0.0, 0.0, 0.0], [0.0, 0.0, 0.0], [0.0, 0.0, 0.0], [0.0, 0.0, 0.0], [0.0, 0.0, 0.0], [0.0, 0.0, 0.0], [0.0, 0.0, 0.0], [0.0, 0.0, 0.0], [0.0, 0.0, 0.0], [0.0, 0.0, 0.0], [0.0, 0.0, 0.0], [0.0, 0.0, 0.0], [0.0, 0.0, 0.0], [0.0, 0.0, 0.0], [0.0, 0.0, 0.0], [0.0, 0.0, 0.0], [0.0, 0.0, 0.0], [0.0, 0.0, 0.0], [0.0, 0.0, 0.0], [0.0, 0.0, 0.0], [0.0, 0.0, 0.0], [-0.2, 0.0, -0.2], [0.0, 0.0, 0.0], [0.1, 0.0, 0.0], [0.2, -0.1, 0.3], [0.0, 0.0, 0.0], [0.0, 0.0, 0.0], [0.0, 0.0, 0.0], [0.0, 0.0, 0.0], [0.0, 0.0, 0.0], [0.0, 0.0, 0.0], [0.0, 0.0, 0.0], [0.0, 0.0, 0.0], [0.0, 0.0, 0.0], [0.0, 0.1, 0.1], [0.0, 0.0, 0.1], [-0.1, -0.1, -0.1], [0.0, 0.0, 0.1], [0.0, 0.0, 0.0], [0.0, 0.0, 0.0], [0.0, 0.1, 0.0], [0.0, 0.0, 0.0], [0.0, 0.0, 0.1], [0.0, 0.0, 0.1], [0.0, 0.0, 0.0], [0.0, 0.0, 0.0], [0.0, 0.0, 0.0], [0.0, 0.0, 0.0]], "charge": 0, "homo_ev": [-8.234, -8.234], "total_energy_ev": -123815.8453, "fmax_ev_per_a": 0.7, "relative_energy_kcal_mol": 10.9, "orbital_gap_ev": [7.9, 7.9]}